ORCA calculation (ωB97M-V with the def2-TZVPD basis set) on a cluster of 2 separate species, C2H8N2O2 in total.

Each line ends with the natural charge from an NBO analysis.
Cartesian coordinates (Å):
H1 -1.4746 -1.5845 -0.6461  0.176
H2 3.3368 0.4131 -1.3519  0.090
C1 -1.6278 -0.7234 0.0117  -0.049
N1 -0.6207 0.2819 -0.4183  -0.869
H3 -0.7127 1.1028 0.1735  0.368
H4 1.0879 -0.1993 -0.1943  0.519
H5 -0.7608 0.6618 -1.3499  0.375
N2 -1.4607 -1.0912 1.3934  -0.816
H6 -0.4682 -1.1331 1.6106  0.361
O1 2.4898 2.0908 -0.5775  -0.555
H7 -2.6575 -0.3791 -0.1269  0.168
H8 -1.8047 -0.3437 1.9881  0.351
O2 2.0153 -0.0046 0.1191  -0.783
C2 2.6578 0.9085 -0.6315  0.664

The relative energy (zero: lowest compared OMol25 entry of this formula, charge and spin) is 1.250 eV. The value obtained for the HOMO-LUMO gap is 11.03 eV. The total charge is 0.